DFT (ωB97M-V/def2-TZVPD) results for a structure of composition C32H64O32Rb2 in a non-equilibrium geometry.

Its multiplicity is 1. The calculation puts the electronic energy at -3711.27524 hartree.

Positions of all 130 atoms, in Å:
Rb (2.0267, 2.2861, 1.8279)
Rb (-1.5915, 2.1374, 1.5795)
O (-1.5951, 0.0529, 1.1037)
C (-0.4296, 0.2749, 0.2950)
C (1.0458, -0.2058, 0.6998)
O (1.6824, 0.2700, 1.8586)
H (-0.3973, 1.3121, -0.0384)
H (-0.6500, -0.2636, -0.6267)
H (1.6573, 0.1690, -0.1210)
H (1.1402, -1.2916, 0.6860)
C (1.7327, -2.2244, 1.8567)
O (0.7571, -3.2535, 2.0329)
C (-0.1089, -3.1023, 3.0457)
O (-0.1731, -2.2031, 3.8879)
O (-0.9763, -4.0793, 2.9073)
C (-2.1191, -4.2893, 3.7665)
H (1.3255, -1.2146, 1.9082)
H (2.2942, -2.3610, 0.9325)
H (2.3948, -2.4147, 2.7014)
H (-2.8732, -4.9864, 3.4013)
H (-2.6822, -3.3617, 3.8693)
H (-1.6929, -4.6394, 4.7067)
C (0.1993, 0.2941, -2.2585)
O (0.8950, 0.3674, -3.5261)
C (1.5982, 1.4332, -3.8091)
O (1.9518, 2.2185, -2.9264)
O (1.9048, 1.4018, -5.1137)
C (2.8104, 2.4717, -5.6358)
H (0.8381, 0.6063, -1.4323)
H (-0.1670, -0.7225, -2.1153)
H (-0.6962, 0.9153, -2.2442)
H (3.7709, 2.0087, -5.8618)
H (3.0421, 3.2465, -4.9049)
H (2.3900, 2.9946, -6.4948)
C (-5.8703, 3.4957, 3.3168)
O (-5.5351, 2.1055, 2.9881)
C (-4.3088, 1.6365, 2.7792)
O (-3.2259, 2.1745, 2.9848)
O (-4.4918, 0.4324, 2.3288)
C (-3.4001, -0.4226, 1.8944)
H (-6.9152, 3.6183, 3.0317)
H (-5.1614, 4.1907, 2.8669)
H (-5.6075, 3.5343, 4.3739)
H (-3.8283, -1.3905, 1.6336)
H (-2.6907, -0.5498, 2.7122)
H (-2.8381, -0.0724, 1.0286)
C (-4.8850, -5.2238, 1.9459)
O (-3.5680, -4.7279, 1.8115)
C (-3.4562, -3.3533, 1.8472)
O (-4.3878, -2.5741, 2.1463)
O (-2.2218, -3.0095, 1.4575)
C (-1.7531, -1.6706, 1.3408)
H (-4.9013, -6.3028, 2.0993)
H (-5.5349, -5.1552, 1.0735)
H (-5.3286, -4.9096, 2.8907)
H (-0.7096, -1.6235, 1.0294)
H (-1.8114, -1.1755, 2.3102)
H (-2.2443, -0.8880, 0.7626)
C (3.3693, -1.1925, 1.9935)
O (4.6254, -0.5454, 2.1451)
C (4.7472, 0.8013, 2.0797)
O (3.8359, 1.5959, 2.1416)
O (6.0628, 1.0759, 2.0314)
C (6.4999, 2.2929, 2.6492)
H (2.7868, -1.2424, 2.9135)
H (3.5947, -2.1512, 1.5265)
H (2.7678, -0.7022, 1.2280)
H (6.6141, 2.0922, 3.7145)
H (5.9157, 3.1949, 2.4673)
H (7.4977, 2.5550, 2.2974)
C (-2.0087, 6.8493, -0.4082)
O (-1.5757, 5.7436, -1.2177)
C (-1.4214, 4.4489, -0.7404)
O (-1.5315, 4.0948, 0.4313)
O (-1.1194, 3.6217, -1.8354)
C (-0.9998, 2.2268, -1.6404)
H (-1.1743, 7.1381, 0.2310)
H (-2.8030, 6.4270, 0.2073)
H (-2.3313, 7.6546, -1.0681)
H (-0.6047, 1.8612, -2.5882)
H (-1.9597, 1.7432, -1.4588)
H (-0.4168, 1.8752, -0.7891)
C (-1.2072, -1.9432, -0.7466)
O (-1.2643, -2.4462, -2.0358)
C (-0.4967, -3.4914, -2.4434)
O (0.3876, -4.0439, -1.7889)
O (-0.9805, -3.9302, -3.5927)
C (-0.4011, -5.0224, -4.1751)
H (-0.2337, -1.4934, -0.5515)
H (-1.2149, -2.8235, -0.1039)
H (-2.0482, -1.2747, -0.5629)
H (0.5719, -4.9460, -4.6605)
H (-1.0479, -5.6041, -4.8319)
H (-0.2036, -5.8213, -3.4604)
C (-2.6747, -0.2663, -0.9125)
O (-3.7719, 0.5463, -1.2915)
C (-4.1067, 1.7436, -0.8664)
O (-3.4972, 2.4007, -0.0379)
O (-5.2600, 2.1060, -1.4785)
C (-5.7198, 1.5031, -2.7410)
H (-2.7548, -1.3000, -1.2489)
H (-2.5464, -0.2356, 0.1695)
H (-1.7482, 0.1071, -1.3489)
H (-5.6157, 0.4230, -2.6374)
H (-5.1298, 1.7749, -3.6162)
H (-6.7700, 1.7584, -2.8825)
C (5.5174, -0.2486, -0.8642)
O (4.5895, -1.2495, -0.4556)
C (3.4154, -1.3004, -0.9594)
O (2.8601, -0.5995, -1.7775)
O (2.8630, -2.4512, -0.4024)
C (1.5764, -2.9062, -0.9583)
H (5.0762, 0.7276, -0.6631)
H (5.6325, -0.3739, -1.9408)
H (6.4949, -0.2419, -0.3818)
H (1.5520, -3.9431, -1.2933)
H (1.2124, -2.3746, -1.8376)
H (0.8472, -2.6625, -0.1857)
C (2.1586, 1.4860, -1.1385)
O (3.4965, 1.8629, -1.4958)
C (4.1468, 2.4658, -0.5272)
O (3.7323, 2.9373, 0.4633)
O (5.4699, 2.4520, -0.8511)
C (6.4452, 2.7467, 0.1040)
H (1.4536, 2.2773, -1.3934)
H (2.0612, 1.1606, -0.1028)
H (1.9640, 0.5541, -1.6693)
H (6.6430, 1.8382, 0.6730)
H (6.1319, 3.5115, 0.8146)
H (7.3932, 3.1654, -0.2336)

Force components x, y, z for each atom (eV/Å):
Rb -10.310 10.918 1.509
Rb 3.635 3.736 2.526
O 15.931 10.646 -1.015
C 1.528 -0.818 1.504
C -2.017 2.607 -1.210
O -5.772 -3.706 -1.064
H 0.937 -2.421 3.297
H 1.233 2.087 1.760
H -1.829 -2.977 0.880
H -1.327 1.152 -1.831
C -2.843 -5.387 4.004
O -1.868 -0.648 0.002
C -0.227 1.248 0.726
O 0.586 -1.389 -1.215
O -0.168 -2.769 0.827
C 1.514 0.579 1.871
H 0.158 -2.168 3.369
H -1.857 -1.252 1.628
H -1.955 -2.048 -0.358
H 1.650 -0.251 0.246
H 0.401 0.242 0.648
H -0.396 0.338 0.313
C -0.807 -3.681 -0.745
O -1.301 -0.913 -0.256
C 1.079 1.296 0.986
O -1.196 1.325 -8.713
O 0.796 1.613 -0.221
C 0.057 -0.376 0.924
H -2.643 -0.946 -1.441
H 1.159 0.093 -1.098
H 1.435 -4.924 -0.928
H -0.285 -0.206 -0.272
H -0.441 -0.295 0.423
H -0.324 -0.658 -0.016
C 1.991 -1.442 0.557
O -0.921 1.263 -0.358
C -0.024 -0.337 0.223
O -4.566 0.225 3.105
O -0.714 -0.200 -0.418
C -4.959 1.712 2.030
H 0.333 0.132 0.267
H -0.312 -0.031 -0.577
H -0.896 0.503 0.246
H -0.260 2.688 0.641
H -2.188 1.457 0.766
H -6.822 3.536 5.266
C -0.866 -1.158 0.870
O -0.817 1.166 -2.097
C -0.285 1.381 -1.095
O 0.393 -5.773 0.211
O -3.707 -3.390 -0.244
C 0.943 -3.666 3.770
H 1.086 -0.245 -0.134
H 0.139 1.014 0.020
H -0.328 0.776 -0.372
H -0.694 -1.437 1.220
H 1.775 -3.274 -0.404
H 0.659 -9.487 1.196
C 4.679 1.096 -0.763
O 2.044 3.076 -0.402
C -0.302 -3.013 1.513
O 9.778 -4.349 2.930
O -0.379 0.028 1.268
C 0.559 0.204 1.602
H 2.434 2.027 0.108
H 2.085 0.509 1.420
H 2.074 -0.072 0.624
H -0.273 0.075 0.070
H -0.552 -0.666 0.367
H 0.008 -0.500 -0.178
C 0.217 -1.601 0.859
O 0.668 -2.343 -0.853
C -0.239 0.693 -0.380
O 0.730 3.552 -4.085
O -1.056 3.198 2.502
C -1.637 4.298 -1.221
H -0.123 0.292 -0.005
H -0.231 0.663 0.171
H 0.067 -0.325 0.040
H -0.658 4.401 -0.160
H 0.093 0.795 -0.459
H 0.278 2.989 -2.914
C 4.328 -5.532 0.961
O 0.652 -1.480 -3.911
C -1.343 -0.920 1.738
O -10.403 -3.495 -5.180
O -0.552 1.781 -0.579
C 1.278 -3.653 -0.167
H -0.611 -1.397 -0.752
H -0.204 -0.204 -0.973
H 4.704 -4.933 1.586
H -0.087 1.043 -0.146
H -0.566 1.085 -0.376
H 0.090 0.226 0.750
C -4.495 3.001 -4.257
O -1.150 0.153 -1.185
C -0.558 -0.591 -0.216
O -2.013 -0.344 -1.427
O 0.277 1.125 -0.176
C 0.532 -0.985 0.976
H -4.399 1.632 -2.770
H -1.315 2.083 -6.876
H -1.738 -0.279 -0.452
H -0.255 0.038 -0.053
H 0.156 0.513 0.310
H 0.267 0.252 0.294
C -0.844 0.860 -0.881
O 2.608 -0.076 0.878
C -1.913 -2.970 -0.123
O 2.338 -3.048 -0.480
O 1.208 1.943 -3.831
C 3.323 2.542 1.735
H 0.468 -1.442 -0.356
H 0.217 0.357 -0.048
H -0.369 -1.011 0.367
H 4.704 0.985 2.303
H 1.847 1.119 0.324
H 0.704 -1.229 -0.188
C 1.596 1.999 3.261
O 0.765 0.292 1.448
C 2.114 0.189 -2.397
O 0.717 2.932 -0.933
O -0.093 1.060 -1.665
C 0.559 0.802 0.930
H 0.177 -0.141 2.013
H 2.213 2.411 -0.662
H 1.804 2.470 0.548
H 0.303 0.655 -1.340
H -0.533 -0.078 -0.569
H -0.261 -0.228 -1.253

=====

DFT (ωB97M-V/def2-TZVPD) results for a cluster of 12 separate species, C32H64O44S8 in total in a non-equilibrium geometry.

Its multiplicity is 1. The SMILES is O=S1(=O)OCCO1.O=S1(=O)OCCO1.O=S1(=O)OCCO1.O=S1(=O)OCCO1.O=S1(=O)OCCO1.O=S1(=O)OCCO1.O=S1(=O)OCCO1.O=S1(=O)OCCO1.CCOC(=O)OC.CCOC(=O)OC.CCOC(=O)OC.CCOC(=O)OC. The calculation puts the electronic energy at -7753.28693 hartree. For the energy above the lowest of the compared OMol25 structures with the same formula, charge and spin, the calculation gives 9.6117 eV.

Positions of all 148 atoms, in Å:
O (-2.3968, -9.1410, -6.4506)
S (-0.9958, -9.0516, -5.9663)
O (-0.2926, -10.3017, -5.6818)
O (-0.1931, -7.9791, -6.8874)
C (-0.5783, -6.6530, -6.6129)
C (-0.7027, -6.6390, -5.0711)
O (-0.9884, -7.9727, -4.6399)
H (0.2027, -6.0630, -7.0925)
H (-1.4395, -6.3806, -7.2231)
H (-1.4406, -5.9521, -4.6569)
H (0.1955, -6.3648, -4.5177)
O (2.5330, -4.2815, 0.5825)
S (3.3091, -4.7474, 1.7240)
O (4.6073, -5.3947, 1.4232)
O (3.6080, -3.5355, 2.8437)
C (2.9416, -3.7649, 4.0520)
C (2.7107, -5.2608, 4.1633)
O (2.3190, -5.5573, 2.8419)
H (3.4963, -3.3469, 4.8920)
H (2.0187, -3.1854, 4.0313)
H (1.9108, -5.4864, 4.8686)
H (3.5540, -5.9052, 4.4117)
O (0.8321, 1.0058, 0.6677)
S (-0.3992, 0.7120, 1.4140)
O (-0.5193, 0.9060, 2.8765)
O (-1.7075, 1.4793, 0.5906)
C (-2.4749, 0.5643, -0.2257)
C (-1.7337, -0.7674, -0.2414)
O (-1.0789, -0.7654, 1.0036)
H (-3.4370, 0.4895, 0.2810)
H (-2.6009, 1.0515, -1.1926)
H (-1.1057, -0.7121, -1.1305)
H (-2.3669, -1.6290, -0.4531)
O (-5.5517, 4.7969, 3.6455)
S (-5.9268, 4.0426, 4.8436)
O (-5.5577, 4.4509, 6.2289)
O (-7.5442, 3.7728, 4.8407)
C (-7.8465, 2.7404, 5.7725)
C (-6.7920, 1.7490, 5.2756)
O (-5.7760, 2.4361, 4.6537)
H (-7.7576, 3.1191, 6.7907)
H (-8.8522, 2.3617, 5.5902)
H (-7.2987, 1.1015, 4.5600)
H (-6.4004, 1.0744, 6.0370)
O (-9.4227, -0.2686, -0.3086)
S (-8.8687, -1.5070, -0.8005)
O (-7.9091, -2.2712, -0.0395)
O (-9.9927, -2.4417, -1.5713)
C (-9.4712, -3.1423, -2.6349)
C (-8.4234, -2.2230, -3.3137)
O (-8.0804, -1.2826, -2.2706)
H (-8.8633, -3.9684, -2.2656)
H (-10.2482, -3.5566, -3.2774)
H (-8.8046, -1.6754, -4.1756)
H (-7.5702, -2.7990, -3.6719)
O (-1.9566, 0.8760, -7.1435)
S (-1.4131, -0.4697, -7.0816)
O (-1.9639, -1.4514, -6.1022)
O (-1.2397, -1.0318, -8.5866)
C (0.0560, -0.8119, -9.1088)
C (1.0101, -0.7604, -7.9050)
O (0.2080, -0.2833, -6.8931)
H (0.2953, -1.5619, -9.8627)
H (-0.0595, 0.1549, -9.5988)
H (1.9841, -0.3055, -8.0852)
H (1.1715, -1.8153, -7.6834)
O (-4.1526, -6.4392, 4.6381)
S (-4.3469, -6.9166, 3.2642)
O (-5.6646, -6.7270, 2.6498)
O (-3.1990, -6.3143, 2.2045)
C (-2.6068, -7.2187, 1.2129)
C (-2.6251, -8.4821, 2.0708)
O (-3.7427, -8.4365, 2.9113)
H (-3.2585, -7.3404, 0.3477)
H (-1.5827, -7.0050, 0.9069)
H (-1.7945, -8.5753, 2.7704)
H (-2.5634, -9.3931, 1.4755)
O (-1.5399, 8.7843, 8.8148)
S (-0.4348, 7.8999, 8.5915)
O (0.9063, 8.3281, 9.0101)
O (-0.7285, 6.2929, 9.0263)
C (-0.4869, 5.3586, 8.0133)
C (-0.0979, 6.1606, 6.7992)
O (-0.3949, 7.5518, 6.9883)
H (0.3207, 4.6943, 8.3208)
H (-1.3586, 4.7076, 8.0797)
H (-0.4814, 5.7845, 5.8507)
H (0.9861, 6.2504, 6.7280)
C (6.0645, 1.5417, 5.0738)
C (7.4831, 0.9761, 4.9908)
O (7.9978, 0.3912, 6.1464)
C (9.2659, 0.0555, 6.1585)
O (10.0675, 0.1712, 5.2736)
O (9.4400, -0.7143, 7.2433)
C (10.6593, -1.3170, 7.5448)
H (5.3085, 0.8638, 5.4701)
H (5.7904, 1.9565, 4.1038)
H (6.1153, 2.4151, 5.7239)
H (8.1595, 1.7484, 4.6244)
H (7.5183, 0.2700, 4.1612)
H (11.4086, -0.5600, 7.7765)
H (11.1196, -1.9453, 6.7823)
H (10.5451, -2.1075, 8.2866)
C (-8.3147, 10.7230, -5.7378)
C (-7.8671, 9.2998, -5.9321)
O (-7.4768, 8.5062, -4.7754)
C (-7.5836, 7.2238, -4.8274)
O (-7.5537, 6.4525, -5.7976)
O (-7.6956, 6.8900, -3.5878)
C (-7.6299, 5.4911, -3.1657)
H (-7.4753, 11.3083, -5.3624)
H (-9.1958, 10.7528, -5.0968)
H (-8.5746, 11.2092, -6.6781)
H (-7.1024, 9.3417, -6.7078)
H (-8.7504, 8.8546, -6.3901)
H (-8.0096, 5.4667, -2.1443)
H (-6.6154, 5.0926, -3.1653)
H (-8.3445, 4.8410, -3.6707)
C (3.9359, 5.8863, 0.5806)
C (5.0624, 5.4227, -0.4265)
O (6.2246, 4.8438, 0.0555)
C (7.3771, 5.5662, 0.2456)
O (7.5544, 6.7498, -0.0057)
O (8.2252, 4.7036, 0.7420)
C (9.6536, 5.0049, 0.8230)
H (3.1623, 6.2831, -0.0768)
H (4.2306, 6.7071, 1.2345)
H (3.5560, 5.0606, 1.1822)
H (5.3187, 6.1692, -1.1782)
H (4.6929, 4.7050, -1.1589)
H (10.1073, 4.2063, 1.4099)
H (9.8599, 5.9873, 1.2478)
H (10.2658, 4.9258, -0.0754)
C (7.9801, -6.7544, -3.0120)
C (6.8612, -5.9456, -3.7802)
O (6.7463, -4.6408, -3.2736)
C (5.8436, -3.7296, -3.7092)
O (4.9246, -3.8713, -4.5052)
O (6.0818, -2.6035, -2.9791)
C (5.5327, -1.3244, -3.3461)
H (7.9154, -6.7731, -1.9241)
H (8.9297, -6.3379, -3.3479)
H (7.9841, -7.7495, -3.4567)
H (5.8646, -6.3783, -3.6930)
H (7.0766, -5.7676, -4.8338)
H (5.9428, -0.7090, -2.5453)
H (4.4583, -1.1468, -3.2995)
H (5.8027, -1.0729, -4.3718)

Force components x, y, z for each atom (eV/Å):
O 3.440 0.279 1.110
S -2.697 0.280 0.507
O -0.809 3.245 -0.610
O 0.239 -2.582 -0.150
C 0.173 0.426 -0.140
C 0.205 0.594 0.517
O -0.214 -1.918 -1.581
H 0.346 0.197 0.819
H -0.657 -0.280 0.652
H -0.489 -0.224 -0.482
H 0.471 0.011 -0.623
O 0.844 -0.896 2.502
S 1.390 0.234 0.220
O -3.383 1.162 1.249
O 0.587 -0.968 -2.195
C -0.262 0.438 1.390
C 0.103 0.407 0.121
O 0.446 -0.280 -2.856
H 0.495 -0.144 -0.230
H -0.399 -0.399 -0.024
H -0.229 -0.023 -0.370
H 0.379 0.468 0.172
O -2.552 -0.859 1.892
S -2.107 0.484 -0.999
O 0.490 -0.669 -3.973
O 2.214 -0.426 1.181
C -0.646 0.597 0.827
C -0.140 1.642 -1.492
O 1.860 -0.108 1.322
H -0.111 -0.114 -0.135
H 0.093 -0.282 -0.030
H 0.973 -0.234 0.395
H -0.066 -0.031 1.024
O -0.627 -2.032 2.897
S -1.457 0.490 1.263
O -0.367 -0.984 -3.814
O -0.361 2.725 -0.234
C 0.715 0.107 -0.419
C -1.497 -2.261 1.379
O 2.878 1.477 -0.799
H 0.190 -0.187 0.000
H 0.110 0.280 -0.090
H 0.280 0.102 -0.405
H 0.155 0.267 0.208
O 0.411 -2.126 -0.828
S 1.636 -0.383 -2.875
O -1.744 0.614 -0.199
O -0.915 1.645 2.689
C 2.152 -1.061 -0.945
C -0.945 0.426 0.361
O -0.187 0.435 0.742
H -0.312 -0.397 0.231
H -0.111 0.487 0.138
H -0.166 0.250 0.217
H 0.196 0.125 0.474
O 0.443 -2.279 0.247
S 0.092 0.441 1.209
O 1.722 2.463 -3.227
O -1.349 -1.241 1.463
C 0.511 1.556 -0.838
C -0.850 -2.742 -1.690
O -1.172 1.278 2.220
H -0.117 -0.124 0.312
H 0.599 0.138 -0.195
H -0.486 0.676 0.352
H 0.624 -0.194 0.169
O 0.206 -1.481 -3.146
S 0.618 0.218 -2.362
O 2.569 -0.786 1.399
O -0.143 1.723 0.370
C -1.367 -1.181 2.031
C 1.500 -0.360 0.018
O -2.776 0.327 1.523
H -0.090 0.331 0.063
H -0.234 0.780 0.392
H 0.538 0.512 -0.314
H -0.796 -0.078 0.017
O 0.739 -1.351 0.207
S 1.759 -0.266 -0.975
O -2.651 -1.321 -0.548
O 0.116 3.310 1.288
C -0.040 -0.778 0.830
C 1.478 0.474 -1.008
O -1.363 0.140 1.363
H 0.387 0.213 -0.073
H -0.347 0.247 -1.124
H -0.288 0.355 0.154
H 0.191 -1.023 -0.125
C 0.866 0.540 1.008
C -0.211 0.556 -2.541
O -1.053 0.438 1.316
C 0.659 -2.297 -0.514
O 0.226 0.803 -0.015
O -1.077 0.169 0.625
C 1.672 -0.610 -0.446
H 0.128 -0.110 -0.236
H -0.035 -0.418 -0.109
H -0.271 0.006 0.267
H 0.031 0.313 0.320
H -0.005 -0.541 0.147
H -0.032 -0.147 0.466
H -0.385 0.477 -1.029
H -0.517 0.830 0.724
C 0.620 0.317 1.367
C -0.725 -0.594 -1.805
O -0.262 4.147 -1.425
C 0.251 -3.054 -2.812
O -0.196 1.820 1.638
O -0.115 -2.546 2.964
C -0.703 0.333 0.288
H -0.273 0.251 0.487
H 0.197 0.332 0.219
H -0.032 -0.537 -0.240
H 0.384 -0.621 0.312
H 0.251 -0.782 0.007
H 0.329 0.476 0.099
H -0.081 0.211 -0.371
H 0.354 0.246 -0.725
C 1.295 -0.284 -1.125
C -1.439 1.003 -1.210
O 1.744 -0.050 1.281
C -1.278 1.619 -0.876
O -0.300 -1.913 0.329
O 2.095 -0.668 0.068
C 0.180 -0.045 0.416
H -0.262 -0.150 0.163
H 0.303 -0.114 -0.048
H 0.014 0.010 -0.145
H 0.141 0.988 0.660
H -0.612 -0.651 0.635
H -0.539 0.181 0.530
H -0.359 -0.122 0.153
H -0.989 0.178 -0.817
C -0.636 0.996 -1.858
C -0.318 -0.530 0.093
O -0.104 2.291 0.936
C -1.009 -0.008 0.274
O 1.794 -0.017 0.891
O -0.289 -0.876 -0.614
C 0.032 -0.088 0.174
H -0.274 0.077 -0.243
H 0.134 0.187 0.439
H -0.232 -0.203 0.357
H 0.117 -0.505 -0.084
H 0.279 -0.892 -0.173
H 0.269 0.397 -0.626
H -0.276 -1.026 0.215
H 0.484 0.204 0.219

=====

| no. | HOMO (eV) | M (g/mol) |
| --- | --- | --- |
| 1 | -6.5 | 1131.77 |
| 2 | -10.4 | 1409.36 |